[1]
A 10-piece molecular cluster, C38H78N2O18 overall at a distorted geometry. Source: the OMol25 dataset; level of theory: the ωB97M-V functional and the def2-TZVPD basis.

```
! RIJCOSX wB97M-V def2-TZVPD def2/J DEFGRID3
* xyz 0 1
C -3.6297 -2.2342 1.1055
O -2.6371 -2.2866 0.4058
N -4.1981 -3.2545 1.6935
C -5.3849 -3.1075 2.5780
C -3.5876 -4.6093 1.7330
H -4.1633 -1.2988 1.3347
H -6.2042 -3.8211 2.4905
H -5.7334 -2.0813 2.6943
H -5.0255 -3.2966 3.5895
H -3.2871 -4.9164 2.7348
H -4.2773 -5.3578 1.3431
H -2.7352 -4.7976 1.0803
C -0.8462 1.0967 -4.2712
O 0.1400 1.2459 -4.9074
N -2.0095 1.8536 -4.4791
C -2.0626 2.8809 -5.5730
C -2.9273 2.0515 -3.3893
H -0.9676 0.3771 -3.4468
H -1.7260 2.5705 -6.5622
H -1.5770 3.8077 -5.2675
H -3.1383 3.0477 -5.6285
H -3.9299 1.9800 -3.8110
H -2.8390 1.2294 -2.6790
H -3.0134 3.0537 -2.9696
O -8.9498 -2.2033 -1.6001
C -8.3647 -1.7161 -0.6161
O -7.0316 -1.3793 -0.6208
C -6.2397 -1.3897 -1.8115
C -5.3652 -0.0735 -1.9223
C -9.0895 -1.5481 0.7396
H -6.7470 -1.5483 -2.7631
H -5.6139 -2.2781 -1.7261
H -4.6457 -0.0662 -1.1035
H -5.8264 0.9024 -1.7709
H -4.7411 -0.0009 -2.8130
H -9.1960 -0.5744 1.2177
H -8.4868 -1.9944 1.5306
H -10.0889 -1.9819 0.7079
O -0.2628 8.9362 -0.8129
C -1.4946 8.8146 -1.0359
O -2.1327 7.7211 -1.3559
C -1.5644 6.4355 -1.4100
C -2.6636 5.3835 -1.5099
C -2.3353 10.0852 -1.0704
H -1.0395 6.2150 -0.4805
H -0.7681 6.2498 -2.1308
H -3.3259 5.2625 -0.6526
H -2.2588 4.3739 -1.5800
H -3.2691 5.6104 -2.3874
H -2.9715 9.9740 -1.9484
H -1.6832 10.8841 -1.4236
H -2.8860 10.4051 -0.1857
O 2.6283 1.8900 5.0854
C 1.6170 2.2536 5.6029
O 0.4804 2.2587 5.0933
C 0.2469 1.6745 3.7633
C -0.1583 0.2402 3.9744
C 1.6754 2.9861 6.9578
H 1.1140 1.7181 3.1043
H -0.4965 2.1806 3.1473
H -1.1559 0.2366 4.4135
H 0.5607 -0.2551 4.6269
H -0.2853 -0.2986 3.0355
H 2.6502 3.4620 7.0646
H 1.7131 2.2058 7.7179
H 0.8023 3.6131 7.1388
O 3.5331 -1.2964 -2.4246
C 4.3868 -0.6648 -3.1237
O 5.6373 -0.3540 -2.7838
C 6.1561 -0.7142 -1.5358
C 5.3761 -0.0913 -0.3582
C 3.9265 0.2428 -4.1760
H 7.1746 -0.3310 -1.4733
H 6.2738 -1.7961 -1.5975
H 5.9422 0.6897 0.1493
H 5.1283 -0.9021 0.3269
H 4.5271 0.5353 -0.6315
H 4.6892 0.9417 -4.5196
H 3.1659 0.8587 -3.6962
H 3.5285 -0.4451 -4.9220
O 3.5657 5.4837 0.6249
C 3.1114 4.3460 0.7090
O 2.8383 3.4109 -0.2301
C 3.0659 3.6171 -1.6223
C 1.7057 3.9707 -2.2598
C 2.9125 3.6051 2.0279
H 3.4920 2.7581 -2.1405
H 3.8205 4.3593 -1.8826
H 0.8163 4.0576 -1.6357
H 1.3759 3.2473 -3.0054
H 1.7329 4.8839 -2.8544
H 3.8750 3.4995 2.5283
H 2.4806 2.6062 1.9667
H 2.4150 4.1570 2.8254
O 0.9311 -6.0257 4.8453
C 1.3951 -5.4320 3.9161
O 2.5813 -5.7017 3.2178
C 3.3660 -6.8545 3.4454
C 4.9075 -6.4480 3.6325
C 0.6798 -4.3121 3.2989
H 3.2606 -7.5565 2.6182
H 3.1241 -7.3135 4.4040
H 5.1741 -5.8095 2.7903
H 5.5670 -7.3154 3.6607
H 4.9498 -5.8952 4.5710
H 1.3266 -3.5347 2.8924
H 0.0938 -3.8736 4.1066
H 0.0588 -4.6269 2.4602
O -1.0276 1.8545 -0.8052
C -1.0669 1.2140 0.2476
O -0.1308 0.4973 0.7762
C 0.8013 -0.1047 -0.1290
C 1.4296 -1.3759 0.3778
C -2.1594 1.4064 1.2678
H 1.5967 0.6370 -0.2019
H 0.3631 -0.1671 -1.1251
H 0.9573 -2.2513 -0.0680
H 1.3229 -1.5751 1.4442
H 2.4624 -1.5717 0.0895
H -2.2212 0.7234 2.1150
H -3.0412 1.5472 0.6427
H -1.9749 2.3745 1.7334
O 5.4589 -3.8991 -2.6878
C 4.8130 -4.9360 -2.9157
O 3.4780 -5.1017 -2.6633
C 2.8947 -4.2734 -1.6585
C 2.0713 -5.1099 -0.5803
C 5.3605 -6.0614 -3.7320
H 2.1892 -3.6465 -2.2039
H 3.5806 -3.6163 -1.1238
H 1.8228 -4.7058 0.4010
H 2.4955 -6.1018 -0.4242
H 1.0861 -5.3727 -0.9656
H 5.4626 -7.0329 -3.2484
H 6.4123 -5.9269 -3.9845
H 4.9035 -6.1979 -4.7121
*
```

Calculated values
Energy above the lowest of the compared OMol25 structures with the same formula, charge and spin (eV): 0.0000
SMILES: CCOC(C)=O.CCOC(C)=O.CCOC(C)=O.CCOC(C)=O.CCOC(C)=O.CCOC(C)=O.CCOC(C)=O.CCOC(C)=O.CN(C)C=O.CN(C)C=O
HOMO level (eV): -9.084
LUMO (eV): 0.2
Kohn-Sham gap (eV): 9.27


[2]
A 10-piece molecular cluster, C38H78O21S8 overall at a distorted geometry. Source: the OMol25 dataset; level of theory: the ωB97M-V functional and the def2-TZVPD basis.

```
! RIJCOSX wB97M-V def2-TZVPD def2/J DEFGRID3
* xyz 0 1
C 4.0576 6.0095 0.4396
C 3.4137 4.6734 -0.1324
C 2.5721 5.0918 -1.3669
S 1.6637 6.6720 -0.7627
O 0.4955 6.3218 0.0894
O 1.5410 7.6847 -1.8734
C 2.9838 7.0859 0.4293
H 4.9694 6.3946 -0.0168
H 4.2405 5.8634 1.5042
H 2.8161 4.2054 0.6498
H 4.2268 3.9654 -0.2926
H 1.9167 4.3349 -1.7978
H 3.2024 5.4948 -2.1596
H 2.4853 7.2416 1.3860
H 3.3286 8.0211 -0.0119
C -8.1294 -0.1879 0.7319
C -7.5521 -1.5720 0.9083
C -8.2414 -2.1688 2.0734
S -8.5133 -0.8770 3.3056
O -7.4446 -0.9901 4.3239
O -9.9498 -0.8664 3.6415
C -8.0793 0.4698 2.1275
H -9.1481 -0.1239 0.3497
H -7.6380 0.4226 -0.0257
H -6.4875 -1.5283 1.1384
H -7.7260 -2.1611 0.0078
H -7.7582 -2.9636 2.6417
H -9.2092 -2.5450 1.7417
H -7.0376 0.7354 2.3079
H -8.7155 1.3268 2.3486
C 0.7246 -2.5452 -3.8322
C 0.0537 -3.1389 -5.0648
C 0.4244 -4.6143 -5.0759
S 0.9355 -5.0133 -3.4626
O 2.3907 -5.1374 -3.4309
O 0.1560 -6.1441 -2.9319
C 0.4655 -3.4743 -2.6864
H 0.2432 -1.6320 -3.4821
H 1.7976 -2.3814 -3.9317
H 0.3959 -2.5806 -5.9361
H -1.0169 -3.0174 -4.9002
H 1.4016 -4.7860 -5.5273
H -0.2502 -5.4635 -5.1847
H 1.1182 -3.2834 -1.8346
H -0.5840 -3.4306 -2.3953
C -3.4699 2.2269 -1.5576
C -4.0187 2.1342 -2.9540
C -5.4914 2.7261 -2.9402
S -5.2639 4.2468 -1.9401
O -6.3282 4.3855 -1.0086
O -4.9340 5.3871 -2.7691
C -3.7794 3.6177 -1.0727
H -2.4156 1.9562 -1.5018
H -3.8995 1.4788 -0.8914
H -3.9735 1.0789 -3.2229
H -3.3740 2.6866 -3.6376
H -6.1327 2.0972 -2.3226
H -5.9156 2.9335 -3.9226
H -4.0407 3.6099 -0.0146
H -2.9759 4.3461 -1.1821
C 7.1655 -1.1934 1.0017
C 7.0560 0.2613 0.9286
C 5.6402 0.6101 0.5211
S 4.6239 -0.4435 1.6097
O 3.5437 -1.0735 0.8339
O 4.4250 0.0902 2.9340
C 6.0229 -1.6330 1.8589
H 8.1581 -1.5329 1.2978
H 7.0238 -1.5481 -0.0192
H 7.7470 0.6666 0.1894
H 7.2490 0.7434 1.8870
H 5.4394 0.3000 -0.5044
H 5.1738 1.5526 0.8080
H 5.6188 -2.6384 1.7407
H 6.3191 -1.5111 2.9008
C 6.8910 1.3984 -5.0997
C 5.7946 2.4888 -5.2081
C 4.4644 1.7199 -5.0858
S 4.6811 0.9422 -3.4708
O 4.0005 -0.3710 -3.4566
O 4.6264 1.8573 -2.3661
C 6.4621 0.6203 -3.7768
H 7.8365 1.8853 -4.8604
H 7.0217 0.8257 -6.0178
H 5.9183 2.9048 -6.2080
H 5.8504 3.2518 -4.4317
H 4.4109 0.8941 -5.7952
H 3.5880 2.3649 -5.1481
H 6.5185 -0.4167 -4.1079
H 6.9775 0.7154 -2.8211
C -3.7877 -1.0276 4.7391
C -3.8921 -2.2903 3.9175
C -2.9881 -1.9280 2.7042
S -3.5007 -0.1685 2.2376
O -4.6350 -0.1957 1.2775
O -2.3144 0.6684 2.0107
C -4.3039 0.1458 3.9214
H -2.8060 -0.9559 5.2075
H -4.4697 -0.9866 5.5884
H -4.9224 -2.5420 3.6660
H -3.6533 -3.2390 4.3983
H -3.1836 -2.4029 1.7428
H -1.9024 -1.8923 2.7937
H -5.3903 0.1802 3.8405
H -3.9017 1.1131 4.2225
C 2.5944 -2.9622 4.1910
C 2.2713 -3.3785 2.7926
O 1.0378 -4.0710 2.8521
C 0.6199 -4.5921 1.7314
O 1.3365 -5.0300 0.8621
O -0.6679 -4.7069 1.7626
C -1.4569 -5.0285 0.6436
H 3.4964 -2.3516 4.2329
H 2.7093 -3.7607 4.9239
H 1.8017 -2.3008 4.5405
H 3.0229 -4.0345 2.3534
H 2.2245 -2.4585 2.2098
H -1.5123 -6.1090 0.5110
H -0.9318 -4.7419 -0.2676
H -2.4834 -4.6649 0.6908
C 1.4395 0.9117 -1.3554
C 0.4734 0.0085 -0.6359
O -0.7905 -0.0685 -1.2318
C -1.5543 -1.1823 -0.9453
O -1.2410 -2.1176 -0.2054
O -2.7155 -0.9611 -1.5672
C -3.7401 -1.9208 -1.5146
H 1.0884 1.9413 -1.4239
H 1.7317 0.5433 -2.3387
H 2.3170 1.0234 -0.7186
H 0.2675 0.3603 0.3750
H 0.9310 -0.9786 -0.5692
H -4.4418 -1.7077 -2.3209
H -4.2563 -1.8083 -0.5612
H -3.3615 -2.9392 -1.4268
C 2.2081 0.7014 5.8871
S 0.4677 0.5920 5.1799
O -0.2423 1.9590 5.2134
C 1.0380 0.3765 3.4499
H 2.7494 1.4813 5.3517
H 2.8185 -0.1919 5.7544
H 2.2684 0.8823 6.9603
H 1.3207 -0.6576 3.2529
H 1.8227 1.0629 3.1314
H 0.2155 0.3702 2.7347
*
```

Calculated values
Energy above the lowest of the compared OMol25 structures with the same formula, charge and spin (eV): 0.1803
HOMO level (eV): -8.850
LUMO (eV): -0.2
Kohn-Sham gap (eV): 8.68


[3]
A 8-piece molecular cluster, C38H81ClIN2O10PS9 overall at a distorted geometry. Source: the OMol25 dataset; level of theory: the ωB97M-V functional and the def2-TZVPD basis.

```
! RIJCOSX wB97M-V def2-TZVPD def2/J DEFGRID3
* xyz 0 1
C 10.8252 0.7292 5.8815
O 11.4833 0.7221 4.5723
C 10.3735 0.5637 3.6211
C 10.8468 -0.0569 2.2053
C 9.6094 -0.9071 1.5463
C 9.1901 -0.3131 0.0968
C 7.6718 -0.7239 -0.3327
C 6.6289 -0.0705 0.7275
C 5.0888 -0.1601 0.2377
C 4.1689 0.0543 1.5429
C 2.6707 -0.5642 1.3947
C 2.4573 -1.7861 2.4093
C 0.9722 -2.4764 2.3046
C -0.0631 -1.5609 1.4566
C -0.7178 -0.2528 2.1160
P -0.3783 0.3222 3.8749
O -1.6716 1.2380 4.5748
O -0.0839 -0.9871 4.9877
S 1.2096 1.4694 4.0187
C -1.6718 0.5873 1.1808
C -2.4109 1.9452 1.6386
C -1.4012 3.1655 1.9417
C -1.3394 4.0433 0.5625
Cl -2.0241 4.2194 3.3271
C -1.9635 0.1456 -0.3212
N -2.8372 0.8694 -1.2459
S -2.7983 -0.0981 -2.6625
N -1.7394 -1.4260 -2.3353
C -1.3608 -1.1643 -0.9626
C -0.3916 -2.0045 -0.0142
C 0.2209 -3.3418 -0.6932
C 1.8147 -3.3055 -0.8731
C 2.3356 -2.2573 -1.9855
I 2.2899 -3.0727 -4.0310
H 10.5589 -0.3516 6.1831
H 9.8352 1.3114 5.8605
H 11.5261 1.1996 6.6531
H 9.8884 1.6070 3.4631
H 9.6167 -0.1402 4.1423
H 11.7865 -0.7146 2.3541
H 11.0834 0.7835 1.4482
H 8.7468 -0.8555 2.3137
H 9.9440 -2.0035 1.5093
H 9.3263 0.8377 0.0690
H 9.9067 -0.7339 -0.6940
H 7.4696 -0.3541 -1.4107
H 7.5690 -1.8785 -0.3338
H 6.9556 1.0248 0.8559
H 6.7002 -0.6882 1.6881
H 4.8264 0.6740 -0.5192
H 4.9561 -1.2046 -0.2512
H 4.6444 -0.4520 2.4639
H 4.1243 1.1867 1.7830
H 2.5587 -0.8495 0.2823
H 1.9512 0.3164 1.5676
H 2.6783 -1.5297 3.5069
H 3.2423 -2.5918 2.1173
H 1.1635 -3.4959 1.7887
H 0.5813 -2.7318 3.3509
H -2.4810 0.7129 4.3156
H -0.9215 -1.5318 4.9848
H -3.1110 1.6952 2.5291
H -3.1278 2.3227 0.8084
H -0.3429 2.7669 2.1009
H -1.3274 3.2505 -0.2842
H -2.3080 4.6587 0.4868
H -0.4095 4.7063 0.5280
H -0.0266 -4.2149 0.0246
H -0.3228 -3.5776 -1.6763
H 2.1219 -4.3558 -1.2612
H 2.4046 -3.1557 0.0989
H 1.8505 -1.2238 -1.9028
H 3.4611 -2.0918 -1.7626
C -2.3566 4.9546 -5.3047
S -2.6992 4.6027 -3.5668
O -1.3821 4.4744 -2.8666
C -3.3332 2.9339 -3.8377
H -1.9113 5.9481 -5.3753
H -1.6589 4.2157 -5.7044
H -3.2893 4.9355 -5.8705
H -2.5743 2.3220 -4.3296
H -4.2336 2.9814 -4.4516
H -3.5791 2.4972 -2.8697
C -4.0957 -3.5689 -3.8041
S -5.1365 -3.1621 -5.2228
O -5.5428 -1.7285 -5.0855
C -6.5422 -4.1752 -4.7165
H -3.1619 -3.0112 -3.8872
H -4.6018 -3.2905 -2.8773
H -3.8785 -4.6389 -3.8062
H -6.8947 -3.8577 -3.7329
H -6.2430 -5.2244 -4.6893
H -7.3420 -4.0463 -5.4471
C -2.0675 -6.9106 -5.4745
S -3.5689 -7.6058 -6.1975
O -4.6862 -6.6540 -5.9123
C -3.7176 -8.9787 -5.0337
H -1.8044 -6.0068 -6.0257
H -2.2404 -6.6583 -4.4262
H -1.2542 -7.6340 -5.5575
H -3.7873 -8.5966 -4.0133
H -2.8508 -9.6346 -5.1313
H -4.6226 -9.5383 -5.2734
C -7.6153 5.9608 -5.7640
S -5.9741 6.3625 -5.1278
O -5.4680 5.1585 -4.4001
C -6.5393 7.5460 -3.8868
H -7.5097 5.1984 -6.5369
H -8.2434 5.5754 -4.9585
H -8.0669 6.8550 -6.1978
H -7.2345 7.0611 -3.1989
H -7.0258 8.3884 -4.3816
H -5.6718 7.9052 -3.3316
C -2.4468 0.7864 8.7768
S -2.0233 -0.3648 7.4523
O -3.3022 -0.9418 6.9304
C -1.2670 -1.6032 8.5278
H -2.9721 1.6371 8.3407
H -3.0951 0.2950 9.5053
H -1.5335 1.1356 9.2618
H -1.9899 -1.9417 9.2727
H -0.3932 -1.1732 9.0200
H -0.9557 -2.4500 7.9145
C 1.9261 6.8181 -0.6510
S 3.5698 7.2082 -0.0137
O 4.0697 5.9995 0.7082
C 3.0096 8.3901 1.2322
H 2.0265 6.0582 -1.4271
H 1.2958 6.4330 0.1530
H 1.4790 7.7163 -1.0811
H 2.3118 7.9059 1.9181
H 2.5274 9.2368 0.7406
H 3.8787 8.7429 1.7890
C -7.6640 -4.9084 -0.9899
S -6.0207 -4.5123 -0.3544
O -5.5168 -5.7183 0.3695
C -6.5833 -3.3296 0.8890
H -7.5611 -5.6696 -1.7646
H -8.2923 -5.2939 -0.1845
H -8.1139 -4.0121 -1.4214
H -7.2793 -3.8143 1.5763
H -7.0682 -2.4852 0.3958
H -5.7148 -2.9732 1.4445
*
```

Calculated values
HOMO level (eV): -8.311
LUMO (eV): -1.5
Kohn-Sham gap (eV): 6.77


> Which value of LUMO does entry 1 give?

0.2 eV